C25H29N2OPReSi | ωB97M-V/def2-TZVPD

Kohn-Sham gap (alpha / beta) (eV): 7.16 / 7.18
Expectation value of S²: 3.78
E_LUMO (alpha / beta) (eV): -6.966 / -7.814
Maximum force (eV/A): 1.04
Highest occupied orbital energy (alpha / beta) (eV): -14.127 / -14.996
Calculated total energy (eV): -50707.263
Energy above the lowest of the compared OMol25 structures with the same formula, charge and spin (eV): 0.000

Geometry as ORCA input:
```
! wB97M-V def2-TZVPD RIJCOSX def2/J DEFGRID3
* xyz 2 4
Re -0.73 -0.03 -0.16
C -0.20 0.72 2.22
C 0.41 -0.54 2.39
C -0.53 -1.51 2.02
C -1.75 -0.87 1.65
C -1.55 0.53 1.85
H 0.28 1.68 2.35
H 1.44 -0.71 2.67
H -0.36 -2.57 1.99
H -2.71 -1.34 1.53
H -2.31 1.29 1.78
N 0.98 -1.75 -2.24
P 0.67 -2.04 -0.60
C -0.03 -3.69 -0.50
C -1.40 -3.86 -0.30
C -1.95 -5.13 -0.34
C -1.14 -6.23 -0.59
C 0.22 -6.06 -0.81
C 0.78 -4.80 -0.77
C 2.26 -1.95 0.19
C 2.66 -2.86 1.17
C 3.86 -2.67 1.83
C 4.66 -1.58 1.53
C 4.27 -0.67 0.56
C 3.07 -0.85 -0.12
C 0.03 -1.08 -2.98
C -0.01 -1.15 -4.37
C -0.99 -0.45 -5.04
C -1.91 0.32 -4.33
C -1.80 0.36 -2.97
N -0.85 -0.34 -2.29
H 1.61 -2.35 -2.74
H -2.04 -3.01 -0.11
H -3.01 -5.26 -0.18
H -1.57 -7.22 -0.62
H 0.85 -6.92 -1.01
H 1.85 -4.68 -0.94
H 2.05 -3.72 1.41
H 4.18 -3.39 2.58
H 5.60 -1.44 2.05
H 4.90 0.18 0.31
H 2.78 -0.14 -0.89
H 0.71 -1.76 -4.90
H -1.03 -0.50 -6.12
H -2.69 0.88 -4.83
H -2.47 0.95 -2.36
C -2.29 3.91 -1.27
Si -0.55 3.44 -0.85
C 0.00 4.11 0.79
C 0.64 3.75 -2.22
O -0.59 1.72 -0.66
H -2.43 4.99 -1.13
H -3.03 3.41 -0.64
H -2.54 3.70 -2.32
H 0.09 5.20 0.73
H 0.98 3.74 1.08
H -0.71 3.91 1.60
H 0.54 4.78 -2.59
H 0.46 3.09 -3.08
H 1.68 3.62 -1.91
*
```

Löwdin population analysis, charges in e, atoms 1 to 6:
1. Re 1.52
2. C -0.09
3. C -0.08
4. C -0.14
5. C -0.25
6. C -0.22